1.
Density functional theory data (the ωB97M-V functional and the def2-TZVPD basis) for C2H5NOSn as an isolated structure at a distorted geometry.

Total charge: +2
Calculated total energy, eV: -11501.452
2S+1: 1
Energy above the lowest of the compared OMol25 structures with the same formula, charge and spin, kcal per mole: 66.8
HOMO-LUMO gap, eV: 2.42

Atoms and positions in Å:
Sn1 3.930148 -5.183909 -1.414860
O1 1.251058 -0.078649 -0.288140
C1 0.110928 0.266621 -0.054580
N1 -0.916102 -0.109669 -0.835450
C2 -0.336222 1.175051 1.071610
H1 -1.856952 0.248921 -0.756110
H2 -0.704172 -0.633189 -1.672770
H3 -1.391952 1.321131 0.843130
H4 0.200898 2.119931 0.989150
H5 -0.287632 0.873761 2.118020

Forces on atoms 1 to 2 (eV/Å):
Sn 0.0 0.1 0.0
O 1.0 -0.4 0.1

---

2.
Density functional theory data (the ωB97M-V functional and the def2-TZVPD basis) for C2H5NS in the gas phase at a distorted geometry.

SMILES: C[C@@H]1NS1
Total charge: 0
Calculated total energy, eV: -14478.911
2S+1: 1
Energy above the lowest of the compared OMol25 structures with the same formula, charge and spin, kcal per mole: 32.9
HOMO-LUMO gap, eV: 9.37

Atoms and positions in Å:
C1 0.408393 -0.057332 1.008392
C2 0.291387 0.060258 -0.634333
N1 -0.942009 0.454271 -1.209935
S1 -0.529907 -1.212137 -1.551103
H1 -0.396432 -0.691682 1.359188
H2 0.340111 0.938386 1.426039
H3 1.367146 -0.506225 1.235614
H4 1.169404 0.490966 -1.099388
H5 -1.708092 0.523495 -0.534474

Forces on atoms 1 to 2 (eV/Å):
C -0.2 0.0 -3.2
C 0.4 0.0 3.3

---

3.
Density functional theory data (the ωB97M-V functional and the def2-TZVPD basis) for C2H5NS in the gas phase at a distorted geometry.

SMILES: C=CSN
Total charge: 0
Calculated total energy, eV: -14478.561
2S+1: 1
Energy above the lowest of the compared OMol25 structures with the same formula, charge and spin, kcal per mole: 41.0
HOMO-LUMO gap, eV: 9.49

Atoms and positions in Å:
C1 0.974375 1.781001 0.057439
C2 0.397316 0.652419 0.350872
S1 -0.347631 -0.682877 -1.098883
N1 -1.010256 -1.855751 -0.074746
H1 1.337109 2.422911 0.848307
H2 1.112420 2.130110 -0.950474
H3 0.203430 0.185923 1.296047
H4 -2.023576 -1.860192 -0.129397
H5 -0.643188 -2.773543 -0.299164

Forces on atoms 1 to 2 (eV/Å):
C 0.2 0.5 0.0
C -1.4 -2.8 -2.4

---

4.
Density functional theory data (the ωB97M-V functional and the def2-TZVPD basis) for a 2-piece molecular cluster, C2H5NS2 overall at a distorted geometry.

SMILES: CSC#N.S
Total charge: 0
Calculated total energy, eV: -25314.426
2S+1: 1
Energy above the lowest of the compared OMol25 structures with the same formula, charge and spin, kcal per mole: 32.3
HOMO-LUMO gap, eV: 9.70

Atoms and positions in Å:
C1 0.594846 -0.047820 -2.079762
S1 -1.092121 0.711589 -2.386303
C2 -1.487435 1.225497 -0.889766
N1 -1.730593 1.501687 0.189600
H1 1.231627 0.533146 -2.740851
H2 0.621163 -1.117927 -2.362912
H3 0.768809 0.302245 -1.051187
S2 -0.460411 0.032317 2.392502
H4 -0.457618 1.319369 2.251037
H5 -1.636082 -0.192037 1.836938

Forces on atoms 1 to 2 (eV/Å):
C -0.8 1.1 -0.1
S 0.6 -0.9 -2.1